Record 1
DFT (ωB97M-V with the def2-TZVPD basis set) results for a molecular structure, C34H43BrF9IO12Si2.

XYZ file:
```
102
Properties=species:S:1:pos:R:3:forces:R:3
C 4.50733 0.12060 4.06065 -0.059 -0.190 -0.122
C 3.31515 0.53796 3.18778 0.340 0.084 0.650
C 1.96998 0.34336 3.88413 0.119 0.207 -0.511
I 1.79544 1.71723 5.53235 -0.016 -0.119 0.110
Si 0.49146 0.69235 2.78053 0.258 0.261 0.553
O 0.82682 0.10659 1.24765 -0.622 -0.035 0.321
Si -0.32177 -0.65590 0.36068 -0.156 -0.339 -1.000
C -0.80406 -2.33041 1.02096 -0.051 0.277 0.229
C 0.18618 -2.93206 2.02569 -0.208 0.173 -0.017
C 0.26025 -4.44225 1.96592 -0.068 0.161 0.083
F -0.73912 -4.98337 2.70812 -0.026 -0.184 0.102
F 0.09118 -4.90684 0.70583 0.095 -0.023 -0.224
C 1.60244 -5.05109 2.43228 -0.430 -0.018 0.126
F 1.54227 -6.37521 2.26479 0.027 -0.199 0.016
F 2.56321 -4.57568 1.61154 0.181 0.066 -0.182
C 1.99902 -4.75477 3.92143 0.507 -0.492 -0.244
F 1.03947 -4.08678 4.56675 -0.272 0.305 0.097
F 2.19875 -5.91708 4.55785 -0.049 -0.160 0.121
C 3.31775 -3.96130 4.05288 -0.423 0.157 0.331
F 3.54814 -3.72773 5.33869 0.069 0.050 0.308
F 3.20854 -2.78845 3.43513 0.037 0.402 -0.237
F 4.33295 -4.63442 3.55708 0.421 -0.262 -0.246
C -1.89588 0.32777 0.06196 0.079 -0.093 0.246
C -1.75884 1.79930 -0.03285 -0.618 -0.341 0.606
O -1.21233 2.40958 -0.86651 0.706 0.699 -0.662
Br -2.74160 2.76741 1.37726 0.025 0.021 0.155
O 0.37533 -0.91765 -1.15189 0.103 0.023 0.993
C 1.44257 -0.14121 -1.49396 0.341 -0.341 -0.355
O 1.29900 0.90847 -2.03094 -0.281 0.858 -0.485
C 2.78535 -0.70593 -1.22717 0.592 -0.545 0.214
C 2.97221 -1.80383 -0.38398 0.279 0.039 -0.112
C 4.24548 -2.29958 -0.10520 -0.286 0.599 -0.386
C 5.35488 -1.70066 -0.70142 -0.664 0.045 -0.003
C 5.17353 -0.62425 -1.57082 -0.289 -0.153 0.197
C 3.89842 -0.11706 -1.83198 0.406 -0.427 0.377
H 4.96863 0.96970 4.54896 0.061 0.154 0.126
H 4.20542 -0.57855 4.83415 -0.092 -0.122 0.171
H 5.26456 -0.38485 3.47003 0.183 0.030 -0.150
H 3.43944 1.59203 2.96159 -0.108 0.181 -0.393
H 3.33931 -0.01675 2.25359 -0.196 -0.118 -0.196
H 1.92856 -0.64270 4.32936 -0.110 -0.208 0.152
H 0.24689 2.13852 2.75809 0.012 0.032 -0.238
H -0.69236 -0.01912 3.31777 -0.047 -0.049 -0.121
H -0.97942 -2.98270 0.17139 0.116 -0.078 -0.220
H -1.77180 -2.22523 1.50403 -0.196 -0.013 0.073
H -0.15265 -2.68873 3.02555 0.007 0.037 0.227
H 1.17476 -2.49208 1.94585 0.268 -0.108 -0.186
H -2.66845 0.05936 0.77143 -0.050 -0.046 0.202
H -2.24846 -0.00318 -0.91658 0.051 -0.199 -0.084
H 2.11262 -2.28470 0.05176 -0.108 -0.086 0.034
H 4.34610 -3.13417 0.56567 0.125 -0.178 0.095
H 6.33676 -2.08999 -0.48941 0.211 0.034 -0.049
H 6.04145 -0.18734 -2.03711 0.051 0.151 -0.121
H 3.77468 0.72155 -2.49569 -0.114 0.125 -0.072
O -4.23789 -0.41597 -1.83970 -0.103 -0.117 0.113
C -4.34032 0.68858 -2.29695 -0.031 0.153 -0.328
O -5.48824 1.40212 -2.21659 0.032 -0.082 0.016
C -5.34554 2.65142 -2.92490 0.093 0.057 -0.056
C -3.84627 2.90037 -2.98138 0.113 0.141 0.121
C -3.28886 1.48592 -3.03754 -0.189 0.185 0.188
H -5.78544 2.53502 -3.91793 0.013 -0.049 0.000
H -5.89140 3.42313 -2.38749 -0.063 -0.113 0.094
H -3.53703 3.52136 -3.81653 -0.089 -0.041 -0.014
H -3.51523 3.38276 -2.05871 -0.042 0.030 -0.011
H -3.21927 1.12379 -4.06366 0.036 -0.092 0.019
H -2.32399 1.39527 -2.54565 0.037 -0.130 -0.265
O -1.98475 2.46117 5.27554 0.141 -0.190 -0.070
C -2.01312 2.47554 6.46947 -0.278 0.188 -0.110
O -1.58837 1.44016 7.23393 -0.005 0.035 0.006
C -1.84715 1.71134 8.62235 0.018 0.010 0.120
C -1.95789 3.22738 8.72375 -0.061 0.077 -0.073
C -2.53916 3.58832 7.35760 0.346 -0.081 0.363
H -2.77493 1.20845 8.90351 -0.014 0.011 -0.007
H -1.03116 1.30229 9.21297 0.031 -0.079 -0.089
H -2.55947 3.55589 9.56866 -0.035 -0.055 -0.005
H -0.96366 3.66384 8.82786 0.008 -0.012 0.013
H -3.62911 3.54799 7.34919 -0.017 0.039 -0.062
H -2.20382 4.55468 6.99355 -0.140 0.008 -0.152
O -2.51933 1.52824 -6.19434 -0.061 -0.003 0.209
C -2.01587 2.58525 -6.44033 0.010 0.119 -0.368
O -2.05052 3.64016 -5.58697 0.049 -0.174 -0.172
C -1.45804 4.79789 -6.20817 0.124 0.146 -0.014
C -0.55124 4.24857 -7.30104 -0.015 -0.097 -0.054
C -1.29486 2.98094 -7.71411 0.299 0.218 0.222
H -2.26137 5.42109 -6.60621 -0.012 -0.022 -0.017
H -0.91706 5.35814 -5.45016 -0.081 -0.056 0.106
H -0.38444 4.95504 -8.11105 -0.066 0.021 0.007
H 0.41859 3.98458 -6.87837 0.002 0.015 0.012
H -2.04338 3.17372 -8.48403 -0.023 -0.071 -0.024
H -0.63473 2.18218 -8.03853 -0.126 -0.116 -0.080
O 1.42310 -1.46520 -7.13300 0.116 -0.053 -0.077
C 0.61942 -1.82841 -6.32639 -0.168 0.192 0.037
O 0.30978 -3.13619 -6.14452 0.023 -0.043 0.000
C -0.75589 -3.26872 -5.18648 -0.073 0.046 0.085
C -0.71484 -1.98673 -4.36585 0.000 0.138 0.019
C -0.21460 -0.97211 -5.39140 0.032 -0.317 0.231
H -1.69566 -3.38385 -5.73094 0.000 0.027 -0.013
H -0.58254 -4.16307 -4.59303 0.088 -0.046 -0.085
H -1.67442 -1.73173 -3.91984 -0.038 -0.026 -0.029
H 0.01431 -2.08375 -3.56077 -0.021 -0.031 0.026
H -1.03069 -0.53069 -5.96607 0.018 0.079 -0.003
H 0.39082 -0.18435 -4.95139 -0.010 0.117 -0.126
```
Forces are in eV/Å.

Computed properties:
2S+1: 1
LUMO energy in Eh: 0.01039
E_tot in Eh: -6574.0240

---

Record 2
DFT (ωB97M-V with the def2-TZVPD basis set) results for a molecular structure, C28H42Cl3N5O2Ti.

XYZ file:
```
81
Properties=species:S:1:pos:R:3:forces:R:3
Ti -0.06198 -0.24878 -0.06885 0.416 0.315 0.765
C -0.46787 -0.68800 5.79620 0.036 -0.027 -0.062
C -0.84906 0.25678 4.65052 -0.025 -0.061 -0.028
C -1.23033 1.63215 5.21270 0.042 -0.026 -0.005
C -1.98380 -0.31494 3.80730 0.132 -0.043 -0.038
C -3.22523 -0.43382 4.42592 -0.050 0.050 -0.074
C -4.33699 -0.89496 3.74662 0.018 -0.007 0.007
C -4.22550 -1.26468 2.41754 -0.083 -0.011 -0.014
C -3.00849 -1.19279 1.75715 -0.055 -0.036 -0.210
C -2.91788 -1.61536 0.29959 -0.188 0.163 0.079
C -3.44269 -0.50346 -0.62021 -0.094 -0.023 -0.002
C -3.64335 -2.93380 0.01434 0.076 -0.057 0.006
C -1.89542 -0.72236 2.46095 0.133 -0.070 0.052
N -0.63024 -0.72200 1.75794 0.105 -0.208 0.550
C 0.43381 -1.30321 2.31693 -0.211 0.193 -0.120
C 1.67694 -1.14798 1.70970 -0.028 -0.018 -0.160
C 2.94470 -1.64981 1.97986 0.046 0.041 0.084
C 3.80005 -1.15229 0.99735 0.006 -0.110 -0.060
C 3.05339 -0.38418 0.10496 0.053 0.026 0.191
N 1.75027 -0.35495 0.53542 0.121 0.280 -0.057
C 3.53888 0.32690 -1.13113 -0.055 -0.032 -0.035
C 3.25912 -0.55141 -2.36323 -0.021 0.001 0.048
C 5.04736 0.56912 -1.01832 0.019 -0.017 0.022
C 2.81422 1.66448 -1.29223 0.058 -0.022 0.018
H 0.35663 -0.26865 6.37437 -0.017 -0.010 -0.009
H -0.16434 -1.67312 5.43320 -0.016 0.010 0.033
H -1.30812 -0.83683 6.47469 -0.002 -0.006 -0.010
H 0.04322 0.38624 4.03421 0.035 0.061 -0.138
H -2.02288 1.53760 5.95546 0.027 0.030 -0.003
H -1.59279 2.30579 4.43529 0.024 0.017 -0.036
H -0.37354 2.09234 5.70857 -0.025 -0.023 -0.021
H -3.32274 -0.14373 5.46455 -0.008 -0.019 -0.040
H -5.29027 -0.96691 4.25391 0.022 -0.010 -0.022
H -5.09802 -1.63019 1.89371 -0.013 -0.012 -0.020
H -1.85956 -1.80823 0.06892 -0.065 -0.071 0.055
H -4.51699 -0.38130 -0.47372 0.016 -0.001 0.007
H -3.27444 -0.73643 -1.67374 -0.020 -0.009 0.019
H -2.99000 0.46468 -0.38633 -0.157 -0.098 0.009
H -4.72469 -2.79604 0.01600 0.000 0.027 0.040
H -3.39271 -3.69001 0.75823 0.001 0.005 -0.019
H -3.36634 -3.31647 -0.96820 -0.087 0.072 0.129
H 0.31741 -1.88504 3.22502 -0.006 -0.022 0.035
H 3.20903 -2.27554 2.82058 -0.013 0.025 -0.048
H 4.85976 -1.33515 0.93045 -0.021 0.019 -0.001
H 3.64414 -1.56237 -2.22925 -0.007 0.003 -0.014
H 3.74025 -0.11480 -3.23938 -0.014 0.008 0.010
H 2.18870 -0.61035 -2.57417 0.028 -0.023 0.013
H 5.60168 -0.37004 -1.03628 0.005 0.029 0.002
H 5.30409 1.10739 -0.10386 -0.011 -0.004 -0.031
H 5.38205 1.16317 -1.86852 0.001 -0.017 0.001
H 1.73692 1.52636 -1.42134 -0.081 0.020 -0.024
H 3.18270 2.17340 -2.18344 -0.022 -0.003 0.006
H 2.98988 2.31034 -0.43181 -0.026 0.059 0.046
C 1.27942 4.53433 0.76862 -0.001 -0.035 0.001
N 0.44618 3.33717 0.90410 0.076 -0.038 -0.016
C 0.68096 2.55568 2.11041 -0.040 -0.004 0.031
C -0.36622 2.90602 -0.05813 -0.123 0.018 0.087
N -0.72671 1.59271 -0.12781 0.044 0.385 -0.255
N -0.86654 3.76366 -0.95905 0.019 -0.011 -0.060
C -1.36407 3.29790 -2.25477 -0.020 0.034 0.028
C -1.25151 5.13630 -0.61452 0.026 0.022 -0.026
H 2.28821 4.28334 1.09380 0.018 -0.036 0.008
H 0.91474 5.34919 1.39285 -0.016 0.005 0.003
H 1.32200 4.85671 -0.26628 -0.023 -0.010 -0.037
H 0.80188 3.23999 2.94770 -0.020 0.021 0.025
H 1.58555 1.95303 2.02212 0.068 -0.034 -0.016
H -0.17197 1.91543 2.30740 -0.064 -0.064 0.023
H -1.53469 1.52691 -0.74455 0.064 0.054 -0.011
H -2.43377 3.07224 -2.22011 -0.003 -0.007 0.019
H -0.81166 2.42502 -2.59224 0.020 -0.031 0.005
H -1.21410 4.09320 -2.98204 0.004 0.016 0.008
H -1.14477 5.30966 0.45051 0.001 -0.017 0.020
H -2.30150 5.27039 -0.87507 -0.002 -0.017 -0.017
H -0.66198 5.86700 -1.16729 0.021 -0.009 0.008
Cl -0.91093 -1.23591 -4.73453 0.007 0.011 0.003
C -0.48948 -2.27389 -3.39023 0.038 0.030 0.044
Cl 1.02038 -3.12217 -3.69126 0.031 -0.048 -0.022
Cl -1.79448 -3.41279 -3.03909 0.041 0.000 -0.106
C -0.31461 -1.45221 -2.11050 -0.007 -0.049 -0.172
O 0.08215 -1.99471 -1.03216 -0.066 -0.217 -0.411
O -0.57099 -0.21138 -2.05637 -0.091 -0.324 -0.096
```
Forces are in eV/Å.

Computed properties:
2S+1: 1
Charge: +2
LUMO energy in Eh: -0.27634
E_tot in Eh: -3746.0406

---

Record 3
DFT (ωB97M-V with the def2-TZVPD basis set) results for a gas-phase ion, C8H13O (charge +1).

XYZ file:
```
22
Properties=species:S:1:pos:R:3:forces:R:3
C -1.03220 -1.08589 -0.60970 2.842 2.300 -1.517
C -0.55872 0.05854 -1.00443 -0.505 -3.216 -0.589
C -0.34378 -2.23952 -0.10510 0.390 -1.093 -1.749
C 1.15169 -1.70217 -0.21153 -0.783 0.989 -0.408
C 1.37553 -0.19851 0.10329 -1.873 -0.941 3.184
C 0.71227 0.75868 -0.86657 -0.654 1.127 0.860
C 0.51513 2.15114 -0.23664 3.102 -0.459 -0.380
C -2.64118 0.44020 0.64308 -3.385 1.618 -0.501
O -2.03981 -0.10601 -0.60377 -3.443 2.413 0.755
H -0.74998 -2.55806 0.84317 0.438 -0.218 0.472
H -0.43622 -3.07421 -0.86613 -0.053 0.617 1.091
H 1.68311 -2.41104 0.34712 1.304 -0.448 1.125
H 1.58027 -1.72440 -1.21397 -0.620 -0.880 -0.397
H 1.05495 0.06936 1.17967 0.212 -0.437 -1.484
H 2.37999 0.01465 0.08082 2.616 0.229 -0.040
H 1.34671 0.77672 -1.73339 -0.386 0.191 -0.982
H -0.07594 1.96232 0.64224 -0.395 0.836 0.351
H 0.23762 2.92243 -0.94882 -0.715 -0.123 0.195
H 1.58188 2.44117 0.05787 -1.518 -0.175 0.089
H -3.07967 1.50123 0.42872 1.073 -1.868 -0.365
H -3.62159 -0.17617 0.72834 2.127 0.684 0.546
H -1.99759 0.64801 1.50432 0.225 -1.146 -0.256
```
Forces are in eV/Å.

Computed properties:
2S+1: 1
Charge: +1
LUMO energy in Eh: -0.12806
E_tot in Eh: -387.3840

---

Record 4
DFT (ωB97M-V with the def2-TZVPD basis set) results for 7 unconnected molecules or ions with the total composition H14O7.

XYZ file:
```
21
Properties=species:S:1:pos:R:3:forces:R:3
H 1.08597 -0.06014 -0.67222 0.012 1.488 0.234
H 0.36869 1.25710 -0.37369 -3.500 1.467 0.390
H -2.43434 -1.87258 -0.36685 -0.330 0.651 0.220
H -3.41985 -3.05387 -0.43705 -1.863 -0.370 0.772
H 1.76440 -1.67464 2.87388 -0.190 -0.035 -0.369
H 1.32129 -1.62195 1.40520 -0.653 -1.809 -1.861
H 0.94885 4.90515 1.04844 1.683 1.096 3.601
H 0.87463 5.13704 -0.34794 -0.121 -0.031 -0.713
H 4.69513 -1.53497 -0.97707 0.123 -0.408 -0.366
H 5.57912 -2.17811 -2.19628 -0.755 1.771 1.806
H -1.12444 -0.08629 1.98607 -1.433 -1.519 1.404
H -2.11413 -1.28008 1.86967 -0.405 -0.824 -0.745
H -3.60153 1.06753 -1.30671 -0.596 -0.423 -1.001
H -4.25569 0.96035 -2.73131 -0.052 0.630 -0.463
O 1.19246 0.90444 -0.47522 3.490 -2.868 -0.720
O -2.60394 -2.72994 -0.72962 2.172 -0.260 -1.056
O 1.56220 -1.10464 2.12155 0.828 1.807 2.256
O 0.52024 4.56611 0.33220 -1.598 -1.111 -2.900
O 5.43933 -1.38653 -1.57228 0.643 -1.351 -1.434
O -1.77412 -0.67799 2.50791 1.890 2.276 -0.568
O -4.02425 0.46403 -1.95868 0.656 -0.175 1.514
```
Forces are in eV/Å.

Computed properties:
2S+1: 1
LUMO energy in Eh: -0.00118
SMILES: O.O.O.O.O.O.O
E_tot in Eh: -535.0118

---

Record 5
DFT (ωB97M-V with the def2-TZVPD basis set) results for a molecular structure, C20H27ClN3Rh.

XYZ file:
```
52
Properties=species:S:1:pos:R:3:forces:R:3
Rh 0.52685 -0.97986 0.59182 2.145 0.125 -1.362
C 3.10134 1.32658 1.30384 -0.044 0.065 0.100
C 2.01792 1.68148 2.29206 0.053 0.050 -0.103
C 2.35834 2.23645 3.51731 0.027 0.000 0.031
C 1.37627 2.63635 4.40879 -0.026 0.016 0.014
C 0.03233 2.47870 4.09834 0.036 -0.006 0.040
C -0.36410 1.92630 2.89000 -0.101 -0.080 0.015
C -1.82659 1.72237 2.58957 0.047 0.081 -0.045
C 0.65561 1.55461 2.00391 0.139 0.022 -0.138
N 0.28006 0.94945 0.75998 -0.769 0.129 0.461
C -0.31389 1.55635 -0.20325 0.026 0.245 -0.054
C -0.49379 3.02415 -0.30574 0.032 -0.021 0.016
C -0.77225 0.63423 -1.29350 0.001 0.046 -0.045
C -1.57840 1.11089 -2.43716 0.182 -0.001 -0.127
N -0.41005 -0.58169 -1.09596 -1.248 -0.215 0.648
C -0.70441 -1.70925 -1.92552 0.084 0.164 -0.021
C -1.90830 -2.39653 -1.72961 -0.068 0.043 0.058
C -2.94250 -1.94940 -0.73213 0.015 0.022 -0.065
C -2.13303 -3.49796 -2.54420 0.001 -0.025 -0.010
C -1.20399 -3.87994 -3.49973 0.010 -0.008 -0.008
C -0.01696 -3.17626 -3.66222 0.016 -0.050 -0.024
C 0.26363 -2.07612 -2.87012 0.079 -0.013 0.059
C 1.54091 -1.29399 -3.04222 -0.104 -0.014 -0.042
H 3.94241 0.85248 1.81125 -0.012 -0.005 -0.029
H 3.49226 2.22356 0.81964 -0.015 0.001 -0.001
H 2.75814 0.66624 0.50422 -0.002 -0.057 -0.046
H 3.40392 2.36500 3.76857 -0.015 0.002 0.002
H 1.65868 3.07266 5.35775 -0.004 -0.018 -0.007
H -0.72498 2.77642 4.81233 0.011 -0.001 -0.002
H -2.37910 1.58228 3.51608 0.001 0.003 0.006
H -2.00825 0.84591 1.96677 -0.001 0.006 0.022
H -2.25969 2.59510 2.09323 0.027 0.002 -0.004
H -0.06669 3.53715 0.55119 -0.012 -0.001 0.003
H -1.55413 3.27421 -0.38706 -0.005 -0.020 0.000
H -0.00889 3.37922 -1.21967 -0.031 0.010 0.002
H -2.49533 1.56822 -2.05345 0.013 0.000 0.011
H -1.83217 0.29781 -3.11183 0.002 -0.002 0.002
H -1.04177 1.88882 -2.98657 -0.025 0.007 0.008
H -3.62809 -1.22752 -1.18523 0.015 -0.005 -0.009
H -2.51098 -1.48731 0.15499 0.039 -0.017 0.026
H -3.54312 -2.79511 -0.40400 -0.003 -0.004 -0.013
H -3.05161 -4.05856 -2.42736 0.008 -0.002 -0.006
H -1.40330 -4.74033 -4.12447 -0.001 0.003 0.002
H 0.70123 -3.48889 -4.40962 -0.016 -0.006 0.005
H 2.29724 -1.90052 -3.53547 0.006 0.003 0.012
H 1.95774 -0.95188 -2.08930 0.040 -0.008 0.025
H 1.38493 -0.40695 -3.66149 0.000 0.003 0.019
Cl -0.66054 -1.69594 2.28767 -0.244 -0.030 -0.089
N 2.30343 -2.20378 1.13342 -0.473 -0.488 0.675
H 2.98600 -1.68362 1.67870 0.015 0.031 -0.007
H 2.77923 -2.58421 0.31830 0.013 0.047 -0.029
H 2.01841 -2.99738 1.70719 0.135 -0.031 0.022
```
Forces are in eV/Å.

Computed properties:
2S+1: 1
Charge: +2
LUMO energy (alpha / beta) in Eh: -0.34243 / -0.34279
E_tot in Eh: -1512.7506